Entry 1:
{
  "formula": "C3Cl2N2",
  "method": "wB97M-V/def2-TZVPD",
  "total_energy_ha": -1144.14249,
  "smiles": "N#CC(Cl)(Cl)C#N",
  "e_lumo_ev": -0.881,
  "total_charge": 0,
  "e_homo_ev": -12.152,
  "relative_energy_ev": 0.497,
  "homo_lumo_gap_ha": 0.4142,
  "symbols": ["Cl", "C", "Cl", "N", "C", "C", "N"],
  "positions_angstrom": [[2.135, 0.201, 1.844], [0.564, 1.733, 0.248], [-0.894, 0.619, 1.858], [0.324, -1.509, -0.899], [0.587, 0.405, 0.849], [0.539, -0.617, -0.232], [0.449, 2.873, 0.036]]
}

=====

Entry 2:
{
  "formula": "C3ClF2NO",
  "method": "wB97M-V/def2-TZVPD",
  "total_energy_ha": -904.12502,
  "e_lumo_ev": -0.965,
  "total_charge": 0,
  "e_homo_ev": -9.199,
  "relative_energy_ev": 1.941,
  "homo_lumo_gap_ha": 0.3026,
  "symbols": ["F", "C", "C", "F", "Cl", "O", "C", "N"],
  "positions_angstrom": [[1.122, 1.043, 1.209], [1.220, 0.501, -0.035], [0.111, 0.020, -0.862], [2.191, 1.106, -0.668], [1.586, -1.313, 0.164], [-3.188, -0.682, 0.313], [-2.076, -0.486, 0.086], [-0.966, -0.189, -0.207]]
}

=====

Entry 3:
{
  "formula": "C3F5N",
  "method": "wB97M-V/def2-TZVPD",
  "total_energy_ha": -668.34760,
  "smiles": "FC(F)(F)C1=NC1(F)F",
  "e_lumo_ev": -0.253,
  "total_charge": 0,
  "e_homo_ev": -11.336,
  "relative_energy_ev": 0.000,
  "homo_lumo_gap_ha": 0.4073,
  "symbols": ["N", "F", "F", "F", "F", "C", "C", "F", "C"],
  "positions_angstrom": [[-0.813, 0.001, -1.270], [1.505, -0.078, 1.490], [1.989, 1.116, -0.233], [-2.101, -1.087, 0.459], [-2.102, 1.085, 0.461], [-0.051, 0.001, -0.249], [-1.465, 0.000, 0.027], [2.029, -1.037, -0.363], [1.379, -0.001, 0.165]]
}